1.
Here is a structure of composition C12H48Ag2O16P at a distorted geometry from the Open Molecules 2025 dataset. Energies are from ωB97M-V with the def2-TZVPD basis set.

Structure (XYZ):
```
79
Properties=species:S:1:pos:R:3:mulliken_charge:R:1
Ag 6.6446 -3.0509 -27.3810 0.009
Ag 3.8164 -0.4110 -25.9784 -0.014
P 4.2538 -3.1685 -25.9507 0.903
O 5.3291 -2.0147 -25.9464 -1.007
O 3.0436 -2.3849 -26.4714 1.434
O 4.0878 -3.6063 -24.4908 1.198
O 4.8592 -4.2283 -26.9091 -0.367
C 5.5184 1.7509 -28.0619 -0.803
O 5.2483 0.3889 -27.6501 0.077
H 4.6413 2.3761 -27.9279 0.245
H 6.3715 2.0866 -27.4726 0.308
H 5.7583 1.8034 -29.1262 0.281
H 6.1004 -0.0581 -27.6637 0.111
C 2.1625 -6.0259 -26.1401 -0.089
O 2.1504 -5.4764 -24.8473 -0.402
H 1.9933 -5.2451 -26.8902 -0.028
H 3.1130 -6.5392 -26.3409 0.087
H 1.4078 -6.7992 -26.2783 0.476
H 2.9093 -4.8635 -24.7435 -0.190
C 5.2018 -1.9838 -30.2163 -0.506
O 5.5490 -3.1383 -29.4505 -0.347
H 6.1156 -1.5002 -30.5668 0.331
H 4.6844 -2.3054 -31.1202 0.307
H 4.6092 -1.2629 -29.6544 0.035
H 4.7876 -3.7494 -29.4595 0.262
C 1.1913 -3.8044 -29.1883 -0.612
O 2.2926 -2.9094 -29.0496 -0.464
H 1.5031 -4.8402 -29.3266 0.128
H 0.5747 -3.7506 -28.2853 0.267
H 0.5932 -3.4467 -30.0222 0.304
H 2.6800 -2.9009 -28.1517 0.108
C -0.1025 -2.7243 -25.0142 -0.339
O 0.3671 -2.0360 -26.1803 -0.552
H 0.0672 -3.8010 -25.0961 0.144
H 0.4513 -2.4382 -24.1132 -0.009
H -1.1595 -2.4812 -24.9698 0.363
H 1.3113 -2.2482 -26.2921 0.178
C 4.0633 -7.1270 -29.1930 -0.734
O 4.1177 -5.7161 -29.0701 -0.478
H 4.3351 -7.3790 -30.2152 0.297
H 4.7720 -7.6195 -28.5193 0.279
H 3.0864 -7.5559 -28.9511 0.268
H 4.2655 -5.4450 -28.1514 0.142
C 2.8456 -0.7552 -22.3978 -0.751
O 3.2715 -1.0362 -23.7382 -0.344
H 3.4654 -1.2558 -21.6521 0.206
H 2.8369 0.3180 -22.2421 0.299
H 1.8499 -1.1848 -22.2643 0.241
H 3.4182 -1.9934 -23.8289 -0.055
C 2.3109 0.7492 -29.0189 -0.782
O 2.2816 -0.1785 -27.9333 -0.328
H 1.3503 0.6777 -29.5362 0.277
H 2.3376 1.7740 -28.6571 0.271
H 3.1167 0.5092 -29.7115 0.248
H 2.1179 -1.0679 -28.2994 0.220
C 6.5960 -2.0039 -22.4567 -0.714
O 6.5363 -3.2354 -23.1740 -0.736
H 6.1415 -1.1925 -23.0414 0.165
H 5.9695 -2.0588 -21.5633 0.256
H 7.6413 -1.7683 -22.2825 0.355
H 5.7000 -3.2871 -23.6776 0.005
C 4.0886 -5.3815 -21.5901 -0.382
O 3.2497 -4.2656 -21.8644 -0.595
H 4.1369 -6.0381 -22.4593 0.001
H 5.0806 -5.0391 -21.2852 0.173
H 3.6592 -5.9353 -20.7569 0.356
H 3.3748 -4.0030 -22.7872 0.304
C 9.3158 -2.9139 -25.2545 -0.800
O 7.9190 -3.1917 -25.4295 -0.238
H 9.8190 -2.7932 -26.2116 0.262
H 9.4062 -1.9348 -24.7727 0.312
H 9.7922 -3.6816 -24.6477 0.269
H 7.5121 -3.2048 -24.5319 0.462
C 5.7520 -6.6011 -24.7501 -0.108
O 5.9620 -6.5217 -26.1396 -0.369
H 6.0840 -7.5866 -24.4390 0.463
H 6.3615 -5.8522 -24.2240 0.202
H 4.7002 -6.4004 -24.5142 -0.107
H 5.5412 -5.7236 -26.5232 0.360
```

Properties
- <S²>: 2.015
- Net charge: +1
- ΔE to the lowest compared entry with this formula, charge and spin: 0.077 eV
- Kohn-Sham gap (spin up / spin down): 9.158 / 3.159 eV
- LUMO (spin up / spin down): -2.86 / -8.68 eV
- Energy: -63258.809 eV
- Spin multiplicity: 3
- HOMO level (spin up / spin down): -12.0 / -11.8 eV
- Strongest force on any atom: 2.30 eV Å⁻¹

=====

2.
Here is a cluster of 13 separate species, C12H48F2N25O16S2 in total at a distorted geometry from the Open Molecules 2025 dataset. Energies are from ωB97M-V with the def2-TZVPD basis set.

Structure (XYZ):
```
105
Properties=species:S:1:pos:R:3:mulliken_charge:R:1
N -1.1210 -0.5775 -0.7645 -0.569
S -0.7187 -1.3027 0.4977 0.446
O -0.9201 -0.4577 1.6810 -0.610
O 0.3951 -2.2430 0.4820 -0.010
F -2.0502 -2.2021 0.4410 -0.293
S 0.2909 0.3413 -0.7726 1.509
O 1.4601 -0.4110 -1.2897 -0.578
O 0.3760 1.6675 -0.0673 -0.690
F -0.0240 1.0343 -2.1744 -0.359
C -2.5158 3.6413 -4.3607 0.565
O -3.4634 3.4533 -5.0862 -0.723
N -2.4610 3.3334 -3.0814 0.110
N -1.4768 4.3849 -4.8012 -0.333
H -1.5514 3.3538 -2.6454 -0.006
H -3.1509 2.6436 -2.8124 0.192
H -1.2319 4.6848 -5.7311 0.233
H -0.7234 4.4228 -4.1306 0.178
C -2.7597 4.7314 0.0605 0.449
O -2.8217 5.6965 0.7463 -0.721
N -3.8222 4.0073 -0.2997 -0.087
N -1.6302 4.2325 -0.4764 0.109
H -4.7666 4.2138 -0.0166 0.227
H -3.5557 3.2728 -0.9373 -0.130
H -0.7657 4.6457 -0.1619 0.189
H -1.7529 3.2380 -0.5955 -0.173
C 4.5463 0.7374 -1.9055 0.430
O 5.1287 0.1666 -1.0699 -0.678
N 4.2712 2.0012 -1.7720 -0.230
N 3.8227 0.2527 -2.9202 -0.542
H 4.2243 2.5289 -2.6304 0.165
H 4.6854 2.5179 -1.0099 0.206
H 4.3090 -0.6366 -2.8998 0.287
H 2.8238 0.1562 -2.8009 0.350
C -4.4158 0.8823 -0.9177 0.429
O -4.0566 1.1617 -2.0717 -0.836
N -3.6564 0.4963 0.0362 -0.232
N -5.7110 1.0149 -0.5484 -0.414
H -4.1652 0.0462 0.7835 0.363
H -2.7638 0.0716 -0.1911 0.164
H -5.9757 0.8026 0.4015 0.140
H -6.4458 1.3666 -1.1420 0.256
C 4.0945 -3.7043 -1.5266 0.581
O 5.1897 -4.2475 -1.4534 -0.753
N 3.6740 -2.9770 -0.5099 0.031
N 3.2042 -3.8829 -2.4564 -0.292
H 2.7801 -2.5173 -0.6018 -0.098
H 4.3801 -2.7993 0.1870 0.069
H 2.3064 -3.4238 -2.4423 0.183
H 3.5494 -4.2687 -3.3221 0.226
C -2.7292 -5.3633 -1.9696 0.547
O -2.5815 -4.3004 -1.4226 -0.561
N -2.1650 -5.6430 -3.1626 -0.466
N -3.3658 -6.3031 -1.4114 -0.362
H -2.1661 -6.5338 -3.6328 0.152
H -1.8775 -4.7244 -3.4685 0.257
H -3.7835 -6.2020 -0.4991 0.247
H -3.2910 -7.2268 -1.8104 0.163
C 0.7078 1.3000 4.8333 0.519
O 1.6908 1.6746 5.3900 -0.753
N -0.1564 0.3721 5.2282 -0.108
N 0.4019 1.8893 3.7243 -0.099
H -0.9606 0.2047 4.6423 0.160
H 0.0293 -0.1558 6.0661 0.208
H -0.3685 1.5628 3.1588 -0.169
H 0.8959 2.7191 3.4373 0.269
C 1.9153 4.1462 -3.8880 0.570
O 0.9872 3.8231 -3.1961 -0.602
N 2.5739 3.3698 -4.6628 -0.433
N 2.2439 5.3523 -4.0809 -0.408
H 2.4516 2.3785 -4.5124 0.228
H 3.4751 3.6045 -5.0503 0.192
H 1.6717 5.9550 -3.5070 0.256
H 3.1672 5.5741 -4.4190 0.177
C -3.0971 1.9627 3.6146 0.629
O -2.6687 0.8309 3.7962 -0.724
N -3.2340 2.3905 2.3984 -0.066
N -3.3062 2.8978 4.5203 -0.386
H -3.8964 3.1097 2.1475 0.240
H -3.2573 1.5753 1.7990 0.152
H -3.5692 3.8085 4.1766 0.158
H -3.2525 2.7030 5.5080 0.258
C 1.3659 -2.9670 4.8512 0.589
O 0.6582 -3.8510 5.3979 -0.811
N 1.4227 -2.8791 3.5558 -0.051
N 2.0422 -1.9171 5.3059 -0.368
H 1.8670 -2.0685 3.1505 0.315
H 0.9956 -3.6087 3.0021 0.140
H 2.4918 -1.2994 4.6440 0.395
H 2.0250 -1.7408 6.2987 0.179
C 3.4969 0.0767 2.1044 0.423
O 3.0576 -0.6306 3.0222 -0.781
N 4.6309 -0.1477 1.4428 -0.423
N 3.1301 1.3088 1.8309 -0.062
H 5.0389 -1.0510 1.6327 0.306
H 4.5056 0.2271 0.5120 -0.010
H 2.2746 1.6614 2.2338 0.041
H 3.7616 1.9539 1.3840 0.175
C 0.0855 -5.5580 1.0725 0.682
O 0.1700 -5.2700 2.2720 -0.753
N 0.5531 -4.8391 0.0564 -0.130
N -0.5299 -6.6803 0.7762 -0.434
H 0.2201 -5.0007 -0.8815 0.175
H 0.9466 -3.9468 0.3186 0.070
H -0.9683 -6.7143 -0.1320 0.097
H -0.7648 -7.3606 1.4813 0.261
```

Properties
- Net charge: -1
- ΔE to the lowest compared entry with this formula, charge and spin: 6.496 eV
- Kohn-Sham gap: 7.039 eV
- LUMO: 1.51 eV
- Energy: -110348.794 eV
- Spin multiplicity: 1
- HOMO level: -5.5 eV
- Strongest force on any atom: 8.27 eV Å⁻¹